{
  "formula": "C26H24Cl2N4O8",
  "method": "ωB97M-V/def2-TZVPD",
  "species": ["Cl", "C", "C", "Cl", "H", "H", "H", "H", "C", "C", "C", "C", "C", "C", "N", "O", "O", "H", "H", "H", "H", "H", "C", "C", "C", "C", "C", "C", "N", "O", "O", "H", "H", "H", "H", "H", "C", "C", "C", "C", "C", "C", "N", "O", "O", "H", "H", "H", "H", "H", "C", "C", "C", "C", "C", "C", "N", "O", "O", "H", "H", "H", "H", "H"],
  "xyz": [[-5.77090, 21.20780, 4.20308], [-4.70598, 21.16507, 5.55719], [-4.48206, 19.72150, 6.04154], [-6.02754, 19.20748, 6.76332], [-5.16078, 21.67250, 6.40794], [-3.80066, 21.64465, 5.18504], [-3.68128, 19.64282, 6.77684], [-4.24706, 19.03900, 5.22480], [3.10421, 18.69429, 5.20732], [2.99119, 19.01656, 3.82559], [1.70508, 19.10763, 3.32436], [0.56085, 18.86621, 4.05258], [0.69398, 18.39711, 5.39480], [1.99478, 18.26216, 5.96202], [-0.77802, 19.14209, 3.42454], [-1.72958, 19.30112, 4.18563], [-0.83561, 19.29598, 2.18866], [4.10782, 18.61754, 5.59882], [3.83835, 19.09359, 3.16017], [1.66008, 19.42315, 2.29246], [-0.16648, 18.21564, 6.02175], [2.17229, 17.97056, 6.98665], [0.30378, 22.29835, 7.61766], [-0.20348, 23.53462, 7.95125], [-1.15592, 24.14531, 7.07956], [-1.48667, 23.57833, 5.84924], [-0.91616, 22.32155, 5.50495], [-0.00521, 21.69361, 6.34946], [-2.49864, 24.15575, 4.92251], [-3.19355, 25.11450, 5.27463], [-2.60208, 23.71550, 3.76481], [1.00741, 21.85276, 8.30523], [0.12215, 23.98443, 8.87755], [-1.54356, 25.12177, 7.32985], [-0.93735, 21.91093, 4.50629], [0.49876, 20.81348, 5.97827], [-3.98621, 13.91863, 6.81653], [-2.73864, 13.56723, 6.21726], [-2.31126, 14.20378, 5.07622], [-2.98676, 15.35989, 4.65791], [-4.15740, 15.72209, 5.28563], [-4.68385, 15.01749, 6.31364], [-2.54801, 16.16226, 3.49998], [-1.40771, 15.88352, 3.05791], [-3.28869, 16.95886, 2.95668], [-4.47843, 13.30466, 7.55623], [-2.17578, 12.73493, 6.61331], [-1.43704, 13.87801, 4.53213], [-4.65199, 16.63010, 4.97371], [-5.58479, 15.35750, 6.80260], [-7.63417, 18.67719, 2.11755], [-7.16985, 19.74124, 1.39903], [-7.32175, 19.71875, 0.01124], [-8.07127, 18.72714, -0.62890], [-8.43421, 17.60165, 0.14590], [-8.12885, 17.55426, 1.49386], [-8.15695, 18.60441, -2.10059], [-8.31450, 17.50064, -2.60769], [-8.20661, 19.68983, -2.70965], [-7.65170, 18.67696, 3.19741], [-6.72483, 20.60716, 1.86652], [-6.89335, 20.56812, -0.50008], [-8.90699, 16.75189, -0.32398], [-8.33425, 16.71224, 2.13823]],
  "forces_ev_per_a": [[-1.1, 0.1, -1.0], [1.0, -0.8, 1.1], [0.1, 0.4, -0.7], [0.0, -0.4, 0.3], [0.2, 0.5, -0.3], [0.2, -0.1, 0.5], [-0.2, 0.2, 0.1], [0.0, 0.1, 0.0], [0.0, -0.9, -1.3], [-1.0, -0.7, 2.3], [0.4, 0.5, -1.4], [0.2, -0.7, 1.5], [0.7, 0.4, -0.5], [-0.3, 1.5, -1.6], [-0.6, 0.5, -1.3], [1.1, -0.3, -0.5], [0.5, -0.4, 2.6], [0.0, 0.0, 0.4], [0.1, 0.4, 0.2], [-0.6, -0.1, -0.1], [-0.2, -0.2, -0.3], [-0.4, -0.1, 0.0], [0.0, -0.6, -1.4], [-1.2, -0.2, -1.3], [0.5, 0.3, 0.0], [0.3, -1.7, 0.6], [1.0, 0.7, -0.1], [-0.3, 1.5, 1.2], [-0.9, 1.3, -1.9], [1.1, -1.1, 0.7], [0.8, -0.2, 2.0], [0.1, -0.3, -0.1], [-0.3, 0.3, 0.0], [-0.2, 0.0, 0.0], [-0.8, 0.1, -0.1], [0.0, -0.1, 0.3], [0.6, -0.3, -0.4], [-1.6, -0.2, 0.3], [0.8, 0.4, 0.2], [0.7, 1.2, -2.6], [-0.8, 1.6, -0.4], [0.3, -0.8, 1.0], [0.4, -3.7, 3.5], [1.7, -0.2, -0.6], [-2.1, 2.2, -0.9], [0.4, -0.1, 0.3], [0.0, -0.2, 0.0], [0.1, 0.1, 0.1], [0.0, 0.0, -0.3], [-0.2, -0.1, -0.1], [0.1, -0.1, 1.0], [-0.4, 0.2, -0.9], [-0.4, 0.8, -0.4], [1.4, -1.5, 1.4], [0.3, -0.1, -0.6], [-0.8, 0.2, -0.2], [-1.3, 1.5, -0.3], [0.4, 1.0, 0.4], [0.5, -1.7, 0.5], [0.5, 0.1, 0.1], [0.1, -0.1, 0.0], [-0.1, -0.1, -0.5], [0.0, 0.0, -0.2], [-0.3, -0.3, -0.4]],
  "spin_multiplicity": 2,
  "max_force_ev_per_a": 5.1,
  "homo_energy_ev": [-1.43, -5.18],
  "total_energy_ev": -74725.2682,
  "homo_lumo_gap_ev": [2.31, 6.06],
  "s_squared": 0.767,
  "charge": -1
}